ORCA calculation (the ωB97M-V functional and the def2-TZVPD basis) on a molecular structure, C19H28Br42NO5P in a non-equilibrium geometry.

Computed properties:
Frontier orbital gap = 8.55 eV
Lowest unoccupied orbital energy = -0.52 eV
E_HOMO = -9.074 eV
E = -2982951.00870 eV

The geometry in XYZ format:
```
96
C19H28Br42NO5P, DFT the ωB97M-V functional and the def2-TZVPD basis
C -0.5483 -2.1169 -0.0645
C -0.0942 -2.8973 -1.3596
O 0.8935 -3.9403 -1.0355
P 0.0996 -5.4151 -0.7541
O -0.2768 -5.9961 -2.0451
O 1.2387 -6.3046 0.0783
O 1.5924 -7.3573 -0.7847
O -1.1307 -5.0591 0.2208
C -2.1699 -6.0790 0.2323
C -3.5572 -5.3057 0.2568
C -4.2562 -5.2026 -1.1402
N -3.3948 -4.5984 -2.1614
H -1.6215 -2.3587 0.0920
H -0.3606 -1.0358 -0.1367
H -0.0092 -2.5958 0.7767
H 0.4329 -2.1490 -1.9799
H -0.9512 -3.2757 -1.9407
H 2.5583 -7.4646 -0.7566
H -2.0901 -6.8212 -0.5897
H -2.1186 -6.6553 1.1814
H -3.3750 -4.3128 0.7250
H -4.2133 -5.8731 0.9468
H -5.1714 -4.5810 -1.0290
H -4.5303 -6.2328 -1.4897
H -2.6610 -5.2348 -2.4569
H -3.0330 -3.6965 -1.8755
C -0.0062 2.3267 -0.9436
Br -1.3998 1.3001 -1.8011
Br -0.3214 2.5183 0.9525
Br 1.7441 1.6038 -1.3095
H -0.0361 3.3208 -1.3731
C -6.0947 -7.4251 3.7411
Br -5.6450 -5.5488 3.8182
Br -8.0006 -7.7110 3.8324
Br -5.3132 -8.2716 2.1917
H -5.6603 -7.8935 4.6153
C 4.0031 -1.1625 1.5303
Br 4.0159 -2.7955 0.4889
Br 4.9582 0.2606 0.6533
Br 2.2105 -0.6249 2.0022
H 4.5247 -1.3737 2.4564
C 8.4576 -0.2942 3.3950
Br 8.4263 -1.9138 2.3434
Br 9.3974 1.1263 2.4892
Br 6.6806 0.2450 3.9196
H 9.0060 -0.5134 4.3023
C 13.0214 1.3512 0.0365
Br 13.5593 0.8989 1.8333
Br 11.9063 2.9288 0.0014
Br 14.5354 1.5239 -1.1469
H 12.4197 0.5297 -0.3324
C -1.7442 5.7766 -3.2554
Br -3.1353 4.7488 -4.1087
Br -2.0419 5.9447 -1.3551
Br 0.0102 5.0685 -3.6368
H -1.7844 6.7748 -3.6738
C 2.7630 -4.1164 -4.6284
Br 4.5887 -4.6537 -4.2834
Br 1.6830 -4.1141 -2.9928
Br 2.6835 -2.4139 -5.5501
H 2.3416 -4.8575 -5.2990
C -2.8557 -9.6732 -2.0231
Br -1.0312 -10.2132 -1.7064
Br -3.8888 -9.6465 -0.3887
Br -2.9503 -7.9896 -2.9592
H -3.3016 -10.4202 -2.6675
C -5.0300 8.9606 -1.7462
Br -3.6175 9.2569 -3.0280
Br -5.4849 10.5794 -0.7992
Br -6.5778 8.1480 -2.5613
H -4.6511 8.2585 -1.0134
C 12.4497 6.1330 -2.1682
Br 12.3616 7.5068 -0.8146
Br 11.1056 6.3842 -3.5309
Br 14.2186 5.9877 -2.9260
H 12.2358 5.1916 -1.6794
C -7.4455 11.1749 2.6197
Br -7.9252 12.1857 4.1935
Br -6.8030 9.4110 3.0692
Br -8.8928 11.1069 1.3456
H -6.6264 11.6993 2.1435
C -9.1541 15.1738 6.6709
Br -10.4332 14.8489 8.0795
Br -10.0229 15.5580 4.9905
Br -7.8903 16.5506 7.1539
H -8.5907 14.2588 6.5367
C 7.6542 -1.7812 -3.0773
Br 6.3523 -2.0399 -1.6755
Br 6.8244 -1.3963 -4.7755
Br 8.9581 -0.4346 -2.5976
H 8.1904 -2.7150 -3.1908
C -8.0078 -2.5360 3.4550
Br -6.5666 -2.3413 2.1844
Br -8.3972 -0.8734 4.3548
Br -9.5814 -3.2959 2.6367
H -7.6730 -3.2366 4.2102
```

***

ORCA calculation (the ωB97M-V functional and the def2-TZVPD basis) on a molecular structure, C12H23B2IO10P in a non-equilibrium geometry.

Computed properties:
Frontier orbital gap = 6.79 eV
Lowest unoccupied orbital energy = 2.07 eV
E_HOMO = -4.721 eV
E = -52043.55104 eV
Charge = -1

The geometry in XYZ format:
```
49
C12H23B2IO10P, DFT the ωB97M-V functional and the def2-TZVPD basis
C 3.9216 -2.7858 0.9471
C 3.9130 -2.2845 -0.4926
O 3.5442 -0.9134 -0.5144
B 2.7219 -0.4633 -1.5220
O 2.7601 -1.0101 -2.7941
C 1.8189 0.8121 -1.2152
O 0.9444 1.0801 -2.3613
C -0.2384 1.6106 -1.9538
O -1.0962 1.9461 -2.7242
C -0.1712 1.7437 -0.4430
C -1.4280 2.0320 0.3671
C -2.5113 0.9708 0.4953
O -3.3188 0.9611 -0.6801
C -4.3073 0.0621 -0.8026
O -5.1969 0.2684 -1.5953
C -4.2640 -1.2211 0.0093
C -5.6780 -1.7482 0.2756
C 0.7987 0.6138 -0.0679
C 1.2846 0.6873 1.3881
B 2.2308 1.9146 1.8014
O 2.1578 2.2653 3.1731
O 3.0928 2.5373 0.9805
P 0.2821 -1.1440 -0.4232
O -0.2323 -1.6794 1.0579
O -1.1046 -0.9229 -1.2699
H 4.8958 -2.6543 1.4164
H 3.1681 -2.2433 1.5183
H 3.6678 -3.8473 0.9877
H 4.9115 -2.3978 -0.9297
H 3.2326 -2.8870 -1.1000
H 3.6594 -1.2073 -3.0726
H 2.4173 1.7151 -1.0808
H 0.4248 2.6698 -0.3521
H -1.9059 2.8958 -0.1054
H -1.1485 2.3355 1.3769
H -2.0822 -0.0077 0.7022
H -3.1356 1.2371 1.3562
H -3.7089 -1.9648 -0.5650
H -3.7628 -1.0922 0.9658
H -6.2363 -1.8661 -0.6498
H -5.6068 -2.7255 0.7578
H -6.2183 -1.0750 0.9408
H 0.4023 0.7314 2.0297
H 1.8286 -0.2223 1.6635
H 1.8171 3.1607 3.2694
H 2.7070 3.3826 0.4907
H -0.0717 -2.6284 1.0696
H -1.2923 -1.7142 -1.7859
I 2.1129 5.0727 -0.5394
```

***

ORCA calculation (the ωB97M-V functional and the def2-TZVPD basis) on a single C5H6O2 molecule in a non-equilibrium geometry.

Computed properties:
Frontier orbital gap = 10.39 eV
Lowest unoccupied orbital energy = 1.00 eV
SMILES = C1[C@@H]2O[C@H]1[C@H]1O[C@H]12
E_HOMO = -9.385 eV
ΔE to the lowest compared entry with this formula, charge and spin = 119.3 kcal/mol
E = -9371.92429 eV

The geometry in XYZ format:
```
13
C5H6O2, DFT the ωB97M-V functional and the def2-TZVPD basis
C -1.1855 0.1621 0.3997
C -0.1579 0.8532 -0.6489
O -0.3737 -0.4256 -1.3735
C -0.3667 -1.1486 -0.1974
C 0.9805 -0.7018 0.4287
O 1.8298 -0.3754 -0.6505
C 1.0983 0.6626 -0.0579
H -2.2340 0.2447 0.1954
H -1.1543 0.4505 1.3986
H -0.3020 1.6619 -1.2883
H -1.0709 -2.0376 -0.3461
H 1.3180 -0.8371 1.5657
H 1.6184 1.4909 0.5746
```

***

Question: What is the formula in the third record?
Answer: C5H6O2

***

Question: What is the formula in the second record?
Answer: C12H23B2IO10P

***

Question: frontier orbital gap of number 1 (C19H28Br42NO5P)?
Answer: 8.55 eV